# 1
Density functional theory data (wB97M-V/def2-TZVPD) for 2 unconnected molecules or ions with the total composition C31H37N5 at a distorted geometry.

2S+1: 1
Frontier orbital gap (eV): 4.3
E (Ha): -1477.0962
Strongest force on any atom (eV Å⁻¹): 2.72
HOMO level (eV): -5.702

Structure (XYZ):
```
73
Properties=species:S:1:pos:R:3:forces:R:3
C -0.6172 1.5437 1.9478 0.1 0.6 0.7
C -2.1167 -0.5565 -2.0907 -1.2 -0.5 -2.2
C 0.1536 -2.0702 1.1701 -0.1 0.1 -0.3
H 6.1540 2.4554 -4.6546 0.0 -0.1 0.1
C 6.4715 1.4693 -4.2868 -0.1 0.1 0.1
H -2.3131 -4.4805 4.1806 -0.1 -0.2 -0.2
N -2.0031 -1.8615 -3.9322 1.1 -0.3 0.0
H 4.8430 -1.0419 -5.8448 0.2 0.2 0.0
C -0.4061 2.8901 1.5433 -0.1 -0.4 0.3
H 6.7634 1.5769 -3.2365 0.0 -0.1 -0.2
H -3.7239 3.9683 4.7929 0.2 0.3 0.1
H -0.8657 6.0839 5.6962 0.0 0.0 -0.2
C -0.8469 -1.9334 -3.2062 -2.2 1.6 0.5
H -0.5525 4.9802 2.0218 -0.1 -0.3 0.1
H 3.5728 -1.4915 -4.6212 0.0 0.3 0.4
C -1.7158 2.4118 3.9682 0.2 0.5 -0.3
H 1.1967 -1.9254 0.8864 -0.3 -0.2 0.2
H -2.2796 -6.1982 3.6810 -0.1 0.2 0.0
C 5.6011 -0.2719 -5.7239 0.1 0.0 0.1
C -2.4561 -2.4036 2.1170 0.5 -0.2 -0.2
C -1.6517 -3.5369 1.8582 0.1 0.5 -0.2
H -3.4563 -5.9370 0.9313 0.2 0.0 -0.1
H 3.0983 1.6176 -0.7647 0.0 -0.1 -0.2
N -1.8450 4.8094 4.3532 -0.2 0.2 0.2
C -0.6547 -0.9246 1.3564 -0.5 -0.5 0.3
C -3.1053 4.8299 5.0737 0.1 -0.2 0.1
H -2.5076 0.0914 -1.3138 0.3 0.1 0.0
N -0.8991 -1.1257 -2.1015 0.5 -1.1 -0.3
H -4.4332 0.3447 -3.2324 -0.1 -0.3 -0.2
C 2.4314 -0.9603 -2.9132 0.0 0.0 0.4
H 0.0155 -2.5361 -3.4574 -0.2 0.0 -0.1
H 0.5950 -1.1841 -0.9933 0.2 0.5 0.3
H -1.3189 0.3469 3.6317 0.0 0.4 -0.2
C -2.3725 -5.7687 1.0548 0.2 0.1 0.0
C -0.3527 -3.3518 1.3231 -0.5 0.2 0.3
H 5.5326 0.4236 -6.5690 0.0 -0.1 0.0
H -1.9655 -5.3884 0.1101 -0.1 -0.1 0.2
C -2.6507 -5.1957 3.4187 -0.1 0.4 -0.3
C -0.9849 5.9448 4.6096 -0.1 0.1 -0.2
H 1.7708 -1.8228 -3.0253 0.2 0.5 -0.1
H -3.6596 5.7534 4.8334 0.1 -0.3 0.0
C -1.2258 1.3559 3.2226 -0.1 -0.2 -0.5
C -0.7487 3.9602 2.3528 -0.1 -0.3 0.2
H -2.9433 4.8192 6.1642 -0.1 -0.1 -0.2
H 5.0009 1.8891 -2.2551 -0.4 -0.2 -0.2
H 0.2562 -4.2314 1.1063 -0.1 0.3 0.2
H -4.8624 -1.3445 -3.6837 0.0 0.3 0.0
H -4.0243 -0.3124 -4.8550 -0.1 0.0 0.3
C 4.4243 0.2657 -3.6045 -0.5 0.0 -0.1
H -3.7521 -5.2299 3.4197 0.1 0.0 0.1
C 1.1437 -0.2469 -0.8959 0.4 -1.2 0.0
H -2.6588 -0.2875 1.8907 0.2 -0.2 -0.1
C 3.4750 -0.7860 -3.7966 0.0 0.1 0.3
C 3.1665 0.9682 -1.6326 0.3 -0.6 -0.7
C -1.9876 -1.1405 1.7945 0.3 0.1 0.2
C 2.2134 -0.0754 -1.8242 0.8 0.9 -0.1
N -2.1208 -4.8196 2.1213 0.1 -0.6 0.3
C 4.2564 1.1215 -2.4785 -0.2 -0.2 0.2
H 0.0214 3.0788 0.5603 -0.1 0.1 0.3
H 6.5973 -0.7264 -5.7349 -0.2 -0.1 -0.2
H 7.3400 1.1594 -4.8725 0.0 0.1 0.2
H -2.2866 2.2298 4.8804 0.4 0.0 -0.2
C -1.4432 3.7488 3.5736 0.0 -0.5 -0.2
C -2.7993 -0.9850 -3.2770 1.9 0.1 1.9
H -3.4529 -2.5370 2.5393 0.2 0.0 -0.3
C 0.8187 0.6538 0.1067 -1.0 0.5 1.1
H 1.2655 1.6452 0.0559 -0.1 -0.3 0.1
H 0.0032 5.7870 4.1659 -0.2 0.0 0.1
H -1.9033 -6.7325 1.2951 -0.1 0.1 -0.2
H -1.4186 6.8679 4.1998 0.1 0.0 0.1
C -0.1470 0.4278 1.1284 1.0 -0.1 -1.2
C -4.1067 -0.5497 -3.7840 -0.7 0.0 -0.3
N 5.4535 0.4515 -4.4750 0.2 0.0 0.1
```
Forces are in eV/Å.



# 2
Density functional theory data (wB97M-V/def2-TZVPD) for a molecular structure, C31H37N9ORuSSbSe4Te.

Relative energy (zero: lowest compared OMol25 entry of this formula, charge and spin) (kJ/mol): 178.23
2S+1: 2
<S²>: 0.764
Frontier orbital gap (spin up / spin down) (eV): 4.0 / 5.0
Net charge: -2
E (Ha): -12378.7705
Strongest force on any atom (eV Å⁻¹): 0.73
HOMO level (spin up / spin down) (eV): -0.521 / -1.529

Structure (XYZ):
```
86
Properties=species:S:1:pos:R:3:forces:R:3
C -0.1309 4.4807 -2.3999 0.0 0.1 0.0
N -1.8496 2.1572 -0.8799 -0.1 0.0 0.0
N -0.7524 -3.7188 -1.2688 -0.1 0.0 -0.1
C -3.1621 2.4464 -0.8272 0.1 0.1 -0.1
H -1.0291 4.6550 -2.9976 0.0 0.0 0.0
H -0.0799 1.1853 6.6398 0.0 0.0 0.0
H 1.4037 3.9592 2.7639 0.0 0.0 0.0
C 2.6996 -0.2136 1.7957 -0.2 0.2 0.2
Se 1.7430 0.2475 -6.5425 0.0 -0.1 0.0
C 1.6474 0.2072 2.6888 -0.1 -0.2 -0.2
C 4.9180 -0.9827 1.3240 -0.1 0.1 0.0
H -0.4522 -4.9761 0.4150 0.0 0.0 0.0
H -0.9916 -0.6629 -2.1302 0.0 0.0 0.0
C -4.1464 0.7793 4.4068 0.0 0.0 0.0
C -4.7438 0.5572 3.0214 0.0 -0.1 0.0
C -0.8653 -4.4233 -2.5362 0.0 0.0 0.0
H -2.5239 1.2718 6.4802 0.0 0.0 0.0
N -2.9517 0.5342 -0.1334 0.1 -0.1 -0.7
H -5.7140 -0.4004 5.3420 0.0 0.0 0.0
C 0.3286 3.8193 2.6205 0.1 0.0 0.0
H -1.5451 6.5568 -1.5744 0.0 0.0 0.0
H -4.0379 -0.8518 0.6692 -0.1 0.0 0.0
H -1.4825 -2.0016 -3.0706 0.0 -0.1 0.0
H -3.3864 -1.2466 -0.8171 0.1 0.0 0.0
C 0.0401 -4.1889 -0.1570 0.0 0.0 0.0
H -4.2547 -1.3255 4.9374 0.0 0.0 0.0
H 4.3054 -0.2563 3.2452 0.0 0.0 0.0
C -0.3786 4.8699 -0.9669 0.0 0.0 -0.1
H -2.3173 0.3040 2.2887 0.0 0.0 0.0
S 1.8791 0.5348 4.3849 -0.2 0.0 -0.1
C -0.5730 1.0028 5.6933 0.1 0.0 -0.2
C -1.8676 0.5166 3.2464 0.0 0.1 0.1
N -0.3242 -1.8612 -0.0369 0.5 -0.1 -0.4
C 4.0082 -0.4617 2.2208 0.0 -0.1 -0.1
H -4.4196 1.3095 2.3023 0.0 0.0 0.0
C -4.6207 -0.3676 5.3117 0.0 0.0 0.0
H 5.9409 -1.1809 1.6201 0.0 0.0 0.0
H -0.7115 -5.4847 -2.3518 0.0 0.0 0.0
Sb 0.9486 -1.2206 -4.8307 -0.1 0.0 -0.1
C -2.3062 7.6594 0.7839 0.0 0.0 0.0
H -4.4606 -0.4322 2.6584 0.0 0.0 -0.1
H -3.3383 7.3830 1.0181 0.0 0.0 0.0
C -1.1562 6.0033 -0.7224 0.0 0.0 -0.1
N -1.3675 -1.6217 -2.1255 0.0 0.1 0.1
H 0.1522 3.4357 -2.5030 -0.1 0.0 0.0
H -4.4046 2.2586 5.9999 0.0 0.0 0.0
C 3.1934 -0.9867 -0.3948 -0.1 0.0 0.1
H -3.5655 3.4049 -1.1036 0.0 0.0 0.0
C -1.9471 1.0518 5.5893 -0.1 0.0 0.1
H 0.1742 2.7526 2.4754 0.0 0.0 0.0
C -0.1636 4.5736 1.4172 -0.1 -0.1 0.0
N -1.7248 0.9423 -0.4430 0.0 0.3 0.6
C 0.1877 -2.9193 0.6841 -0.2 0.0 0.2
H -1.9326 8.2565 1.6185 0.0 0.0 0.0
Te 1.5577 2.5512 -0.1867 -0.1 0.3 0.2
Ru 0.3914 0.1845 0.0743 -0.6 0.1 -0.1
C 0.1643 0.7096 4.5519 -0.1 0.0 0.2
H -0.1921 4.1395 3.5248 0.0 0.0 0.0
C -0.4716 0.4950 3.3238 0.3 0.0 -0.3
O 0.6374 -2.9024 1.8070 0.1 0.0 0.0
Se -1.5704 -1.8816 -5.4501 0.3 -0.1 -0.1
C -4.6776 2.1109 4.9544 0.0 0.0 0.0
H -4.2792 2.9491 4.3799 0.0 0.0 0.0
N -3.8881 1.4365 -0.4025 -0.1 -0.1 0.1
H -1.1642 6.0154 2.6422 0.0 0.0 0.0
C -2.6180 0.7930 4.3815 0.1 -0.1 0.0
C 4.4858 -1.2550 0.0197 0.0 0.0 -0.1
H 2.9106 -1.1715 -1.4237 0.0 0.0 0.0
Se -0.0762 -3.5975 -6.1645 -0.1 0.2 0.1
H 1.0289 -4.5341 -0.4743 0.0 0.0 0.0
N 0.4019 0.2646 2.2625 0.2 -0.2 0.2
Se 0.9660 0.7596 -2.3732 -0.2 -0.5 -0.2
H -2.3296 8.2942 -0.1032 0.0 0.0 0.0
N -3.2181 -0.8016 0.0808 -0.1 0.0 0.4
H -1.8578 -4.2882 -2.9676 0.0 0.0 0.0
H -0.1368 -4.0838 -3.2783 0.0 0.0 0.0
C 2.2320 -0.4225 0.4785 0.5 -0.1 -0.2
C -0.9458 5.7055 1.6241 -0.1 0.0 -0.2
H 0.6734 5.0865 -2.8288 0.0 0.0 0.0
C -0.8104 -2.3715 -1.1766 0.0 0.0 0.1
H 5.1917 -1.6761 -0.6903 0.0 0.0 0.0
H -4.2547 -0.2465 6.3321 0.0 0.0 0.0
H -5.8342 0.5891 3.0789 0.0 0.0 0.0
H -5.7690 2.1350 4.8877 0.0 0.0 0.0
C 0.1359 4.1439 0.1125 0.3 0.1 0.1
C -1.4478 6.4417 0.5559 0.0 0.0 0.2
```
Forces are in eV/Å.



# 3
Density functional theory data (wB97M-V/def2-TZVPD) for a molecular structure, C31H38AuN3PS2.

Relative energy (zero: lowest compared OMol25 entry of this formula, charge and spin) (kJ/mol): 190.20
2S+1: 2
<S²>: 0.793
Frontier orbital gap (spin up / spin down) (eV): 5.6 / 5.3
E (Ha): -2641.6142
Strongest force on any atom (eV Å⁻¹): 0.82
HOMO level (spin up / spin down) (eV): -6.504 / -6.504

Structure (XYZ):
```
76
Properties=species:S:1:pos:R:3:forces:R:3
C -1.2250 -4.3364 -0.0712 -0.1 0.2 0.2
C 5.1898 -0.7646 0.2802 0.2 0.1 0.1
C -3.4426 1.0379 2.1811 0.0 0.0 0.0
H -3.2525 -1.4716 -2.2207 0.0 0.0 0.0
C 0.4450 -2.2750 -4.5114 0.0 0.1 -0.1
H -4.3544 1.4843 2.5886 0.1 0.0 0.0
H -3.9503 3.6398 1.6146 0.0 0.0 0.0
H 6.1283 -0.5460 -0.2140 -0.1 0.0 0.1
N -0.7992 -3.4959 0.8291 -0.3 -0.3 0.1
P -0.9660 1.4121 0.9982 -0.4 0.7 -0.1
H 0.3354 0.2315 -2.2520 0.0 0.1 0.0
C 0.7415 -1.8242 -1.7624 0.2 -0.1 0.2
H 2.1406 -2.1717 3.0313 0.0 0.0 0.0
C 0.3070 -0.9887 -3.9905 0.0 0.0 0.0
C -2.8180 -0.4911 -2.0679 0.0 0.0 0.0
H 0.8972 -4.3243 -4.0667 0.0 0.0 0.0
C 3.8018 -1.1028 -1.8448 -0.1 0.0 0.2
C -2.2894 1.7088 -2.8773 0.0 0.0 0.0
C 3.6136 -1.1498 1.8331 -0.2 -0.1 -0.1
H -1.2424 -3.0484 2.8643 0.0 0.0 -0.1
H 3.1529 -0.2996 -2.2070 0.0 0.0 0.0
C 1.2884 2.4506 2.2148 0.0 0.1 0.0
H 1.6542 1.4341 2.3594 0.0 0.1 -0.1
H -1.2553 2.9942 -1.5277 0.0 0.0 0.0
C 4.0092 -1.0526 -0.3629 -0.1 0.1 0.2
H 1.2323 -3.9191 -1.6674 0.0 0.0 0.0
H -2.3168 2.4524 -3.6641 0.0 0.0 0.0
C 0.1052 4.0503 0.6910 0.0 0.1 0.1
H -2.4523 4.0455 0.7790 -0.1 0.0 0.0
H 2.3664 2.6557 -0.1640 -0.1 0.0 0.0
H -0.4532 4.2189 -0.2285 0.0 0.0 0.0
C -2.8561 0.4567 -3.0801 0.0 0.0 0.0
S -0.3612 -0.3589 3.2496 -0.4 -0.1 0.3
H -1.3841 3.6728 3.1127 0.0 0.0 0.0
H 3.5822 -1.6274 3.9079 0.0 0.0 0.0
H 1.6350 1.0596 -0.1881 0.0 0.0 0.0
H -3.0638 0.3220 2.9063 0.0 0.0 0.0
C -0.3903 -0.1578 1.6432 0.5 -0.4 -0.2
N 0.1074 -2.6924 -7.0507 0.0 0.0 0.2
C -3.1164 3.2232 1.0434 0.0 0.0 0.0
C -2.4310 2.1644 1.9146 0.2 -0.2 0.0
C 0.9219 -3.0959 -2.3016 0.0 0.0 0.0
C -1.6278 1.0605 -0.6486 -0.1 0.0 0.1
C -1.4949 -3.6637 2.0125 0.2 0.0 -0.2
H -3.3277 0.2226 -4.0275 0.0 0.0 0.0
C -2.0011 2.7854 3.2494 -0.1 0.0 0.0
C 0.4967 2.5895 0.9034 0.2 -0.5 0.0
H 0.7072 2.7379 3.0917 0.0 0.0 0.0
H -3.5210 2.7951 0.1266 0.0 0.0 0.0
H 1.0345 4.6194 0.6191 0.0 0.0 0.0
H 0.9816 2.3483 -1.2192 0.0 0.0 0.0
H -0.8477 -4.3815 -1.0842 0.0 0.0 0.1
H -1.4650 2.0725 3.8713 0.0 0.0 0.0
C 4.9387 -0.8293 1.6777 0.3 0.1 -0.1
C 1.4132 2.1253 -0.2421 -0.1 0.1 -0.1
H -3.1044 -4.9435 2.7914 0.1 0.1 -0.1
S -2.4909 -5.3654 0.4508 0.0 0.0 -0.1
H 3.3533 -2.0449 -2.1643 0.1 0.0 0.0
C -2.2056 -0.1929 -0.8585 0.0 0.0 0.0
C -2.4478 -4.6283 1.9920 -0.1 0.0 0.1
C -1.6863 2.0123 -1.6659 0.1 0.0 -0.1
Au 0.9070 -1.4636 0.3119 0.0 0.7 0.0
C 0.2649 -2.5073 -5.9255 0.0 0.0 0.1
C 0.7619 -3.3296 -3.6594 0.0 -0.1 0.0
H 5.6431 -0.6834 2.4868 0.0 0.0 -0.1
H 4.7683 -1.0029 -2.3402 0.0 0.0 0.0
H 2.1605 3.1063 2.1530 0.0 0.0 0.0
H -2.1579 -0.9480 -0.0804 0.0 0.0 -0.1
H -0.4654 4.4557 1.5250 0.1 0.0 -0.1
H 2.3374 -0.4718 3.4512 0.0 -0.1 0.0
C 2.8774 -1.3671 3.1180 -0.1 0.1 -0.2
C 0.4544 -0.7739 -2.6290 0.0 -0.1 -0.1
N 3.0380 -1.2888 0.5884 -0.2 -0.2 -0.5
H -2.9029 3.0918 3.7885 0.0 0.0 0.0
H -3.7142 0.5038 1.2691 0.0 0.0 0.0
H 0.0874 -0.1613 -4.6547 0.0 0.0 0.0
```
Forces are in eV/Å.